(1)
Formula: C21H23ClEuN2O2P
Source: OMol25
Level of theory: ωB97M-V with the def2-TZVPD basis set

Last column: Mulliken spin population.
Cartesian coordinates (Å):
1 H -1.1619 1.0977 -3.3655  0.000
2 C 1.0674 -1.7058 -2.6660  -0.012
3 C -0.3006 1.5448 1.5841  -0.022
4 H 4.0284 -3.4028 -2.7835  0.000
5 C -1.5254 -0.2751 -1.7211  -0.050
6 H 0.9463 0.1203 6.8185  0.000
7 C -1.1032 -0.4870 6.7369  0.000
8 C 0.4566 1.7406 -1.4841  -0.045
9 C 1.9850 3.2232 -2.6501  0.008
10 H 2.3710 1.1290 -2.3006  -0.001
11 H -4.3375 -2.1726 -1.3654  -0.001
12 H 0.1375 -1.5836 -3.2233  -0.001
13 H -4.9497 -0.9462 -3.4493  0.000
14 O 0.1283 2.5949 1.7973  0.000
15 H 1.9135 -3.0972 -4.0761  -0.001
16 C 1.2610 -1.0030 -1.4685  -0.043
17 C -1.8555 0.3811 -2.9215  -0.005
18 H 2.9297 3.3764 -3.1735  0.000
19 N 0.1887 -0.1286 6.1846  0.000
20 H -1.3922 2.6587 -0.8088  0.002
21 H -1.9268 -2.8131 1.6669  -0.007
22 O -0.3909 -0.4273 3.9841  -0.013
23 H 2.0087 0.1523 3.5485  0.001
24 C 3.4439 -2.0310 -1.2166  0.003
25 N 1.7328 0.2476 4.5160  0.000
26 C -2.3933 -1.2578 -1.2104  0.001
27 P -0.0046 0.1262 -0.7708  -0.201
28 C 1.6716 1.9551 -2.1571  -0.018
29 H 1.3452 5.2787 -2.8594  -0.001
30 H -2.6990 -2.1407 1.8553  0.009
31 C 2.4571 -1.1702 -0.7448  -0.006
32 H 2.5891 -0.6498 0.2071  0.004
33 C -3.0788 0.1300 -3.5486  0.000
34 C 2.0672 -2.5610 -3.1396  0.002
35 H -1.0252 -1.4140 7.3165  0.000
36 H -1.4488 0.3092 7.4039  0.000
37 Cl 0.6171 -2.9872 1.5745  -0.060
38 H 4.3634 -2.1611 -0.6444  0.000
39 C -0.4358 2.8165 -1.3154  -0.012
40 C -3.9820 -0.7742 -2.9768  -0.017
41 C -3.6350 -1.4632 -1.8103  0.009
42 C 1.0950 4.2882 -2.4777  -0.030
43 C 0.4705 -0.1287 4.8697  -0.004
44 C 3.2534 -2.7293 -2.4168  -0.017
45 H -0.8239 4.9020 -1.6869  0.000
46 H -1.8263 -0.6240 5.9272  0.000
47 H 2.4327 0.4144 5.2269  0.000
48 H -2.0899 -1.9016 -0.3592  -0.008
49 Eu -1.1317 -1.1735 1.8669  6.531
50 H -3.3232 0.6450 -4.4772  0.000
51 C -0.1198 4.0771 -1.8158  0.007

## Properties
LUMO level (spin up / spin down) = -9.78 / -7.83 eV
Multiplicity = 7
Total charge = +2



(2)
Formula: C21H23ClF6O20
Source: OMol25
Level of theory: ωB97M-V with the def2-TZVPD basis set

Last column: Löwdin charge in e.
Cartesian coordinates (Å):
1 C -2.5084 -4.8070 -1.3545  -0.075
2 O 0.7705 -5.0786 -0.4782  0.139
3 O 1.5294 3.2876 5.9748  0.144
4 C -6.5127 6.3844 -0.7648  -0.504
5 H 1.6624 4.7862 2.3884  0.139
6 O 0.2009 4.6767 4.7439  0.145
7 H -2.5640 -4.2864 -2.3164  0.150
8 O -5.5339 -5.6314 -0.2045  0.144
9 C 7.4412 1.2069 -2.1423  -0.330
10 O -3.5260 2.0942 0.3106  -0.062
11 C -5.5160 -8.8894 -1.1934  -0.067
12 F -3.2158 6.3444 -0.4045  0.076
13 O -1.3878 -4.3377 -0.6321  0.050
14 C -6.5737 -8.2606 -2.0347  -0.328
15 F -2.7218 -6.7415 -2.6580  0.075
16 H 8.5624 0.2057 -3.6994  0.151
17 C -4.4748 6.0684 0.0033  -0.330
18 O 2.4116 4.5554 4.2880  0.069
19 O 4.5599 2.4118 1.4760  0.147
20 C -2.2126 -6.2604 -1.5018  -0.337
21 C -2.7091 1.2668 -0.3951  -0.118
22 H 9.3598 1.6462 -3.0270  0.147
23 O -6.8892 -7.0770 -1.3372  0.151
24 F 6.4688 1.3819 -3.0651  0.083
25 C -0.3757 -5.2275 -0.8678  -0.504
26 O -5.3401 7.0404 -0.5383  0.138
27 H -2.5514 -6.8749 -0.6608  0.167
28 H 0.6245 6.6807 4.5736  0.177
29 C -0.6250 0.0077 -0.1648  -0.649
30 C 3.3873 1.7558 1.2495  -0.480
31 H -5.9271 -9.4967 -0.3800  0.152
32 H -0.0152 -0.5292 0.7053  0.147
33 O 3.5502 0.3981 1.2876  0.083
34 H -4.5328 4.6026 -1.5880  0.150
35 C 8.7190 0.7931 -2.7885  -0.074
36 C 8.2905 -0.4785 -1.0104  -0.499
37 H 5.3672 -0.0260 0.4263  0.136
38 F 6.6842 1.7158 1.6097  0.082
39 O 8.4294 -1.2929 -0.1130  0.148
40 H -4.8303 -9.5067 -1.7801  0.149
41 H 2.4598 6.2267 3.0608  0.146
42 H -4.7659 3.9304 0.0421  0.112
43 C 0.2173 1.3598 -0.5498  -0.125
44 O -0.8061 -6.3038 -1.5840  0.142
45 Cl -0.5367 -1.1285 -1.6306  0.551
46 C -5.7422 -6.7319 -0.6875  -0.489
47 H 0.2641 1.4152 -1.7361  0.084
48 O 9.3116 -0.0251 -1.7998  0.080
49 F -0.4312 5.9624 3.0227  0.080
50 O -7.5792 6.9399 -0.9697  0.141
51 H 7.5245 2.1002 -1.5142  0.178
52 H -4.5274 6.0969 1.0969  0.179
53 H -6.2505 -8.0136 -3.0516  0.180
54 O -4.8494 -7.7678 -0.6498  0.051
55 C 5.4252 1.4398 2.0176  -0.321
56 C 1.8190 5.3736 3.2993  -0.077
57 C -4.9614 4.7945 -0.5986  -0.083
58 H 5.3726 1.4683 3.1111  0.182
59 H 1.3313 1.2020 -0.1547  0.071
60 H 5.1341 -0.6981 2.0563  0.154
61 F -7.6797 -9.0367 -2.0787  0.084
62 C 4.9386 0.1660 1.4157  -0.060
63 C 0.5412 5.7874 3.9455  -0.332
64 H -3.4347 -4.6249 -0.8030  0.127
65 H -2.5739 1.4364 -1.5631  0.180
66 H -0.1619 2.3461 -0.0469  0.103
67 O 7.1009 0.0962 -1.3439  0.116
68 O 2.3208 2.3113 1.0446  0.103
69 C 1.3905 4.1020 5.0774  -0.501
70 O -6.3498 5.0267 -0.7267  0.076
71 O -1.9774 0.2401 0.3626  -0.117

## Properties
LUMO level = 0.09 eV



Number 1: E -70348.8483 eV. Number 2: E -91924.6058 eV.